1.
This record from OMol25 describes a single C4H10O2 molecule. The level of theory is ωB97M-V/def2-TZVPD.

## Properties
orbital gap	11.12	eV

The geometry in XYZ format:
```
16
C4H10O2 | OMol25 | ωB97M-V/def2-TZVPD
C 2.41608 -0.62283 -0.42287
O 1.41169 -0.03259 0.36476
C 0.24481 0.28922 -0.36582
C -0.89752 0.38229 0.63851
C -2.24770 0.51340 -0.04308
O -0.91712 -0.79774 1.41445
H 2.04075 -1.52550 -0.92890
H 2.79865 0.07161 -1.18524
H 3.23190 -0.90093 0.24852
H 0.02278 -0.51126 -1.08997
H 0.37734 1.23284 -0.91874
H -0.72016 1.25844 1.28514
H -3.04161 0.50663 0.70911
H -2.41260 -0.33535 -0.71623
H -2.31979 1.44330 -0.61768
H 0.01250 -0.97152 1.62804
```

***

2.
This record from OMol25 describes 17 unconnected molecules or ions with the total composition C36H100F16N17O43S16 at a distorted geometry. The level of theory is ωB97M-V/def2-TZVPD.

## Properties
orbital gap	3.83	eV
charge	+1

The geometry in XYZ format:
```
228
C36H100F16N17O43S16 | OMol25 | ωB97M-V/def2-TZVPD
C 5.19713 3.93098 1.69760
C 4.37215 4.88339 0.81770
C 3.17172 5.54257 1.50674
O 2.40431 6.43484 0.69910
C 1.69388 5.84807 -0.35727
N 5.28396 5.93353 0.21179
H 4.76726 6.65345 -0.27281
H 5.73606 6.45719 0.94764
H 6.01225 5.62430 -0.41596
H 5.84087 3.36204 1.02678
H 4.51840 3.19017 2.12024
H 5.83284 4.28905 2.50740
H 4.10250 4.34755 -0.09240
H 3.64718 6.12973 2.29241
H 2.56053 4.80335 2.02452
H 1.13181 6.53727 -0.98749
H 1.09385 5.08085 0.13208
H 2.34765 5.48026 -1.14809
C 2.00568 -4.73072 -1.46820
C 0.53123 -4.52033 -1.02031
C 0.44194 -4.02712 0.38758
O -0.90397 -3.72883 0.77868
C -1.05760 -3.53742 2.19931
N -0.25741 -3.60649 -1.88076
H -0.92435 -3.28966 -1.19162
H 0.19417 -2.74111 -2.14013
H -0.74280 -4.03300 -2.65703
H 2.35713 -5.68185 -1.06829
H 2.69650 -3.93640 -1.18551
H 2.05855 -4.79490 -2.55502
H 0.07166 -5.50688 -1.08047
H 0.90891 -3.05587 0.55098
H 0.82105 -4.74785 1.11209
H -0.59894 -2.64369 2.62237
H -0.65105 -4.36612 2.77903
H -2.06503 -3.40241 2.59294
C 9.97672 -2.86006 -1.80346
C 8.65408 -1.99288 -1.94941
C 7.86053 -2.05861 -0.62391
O 6.83251 -1.07116 -0.53487
C 6.11174 -1.02210 0.67572
N 9.04393 -0.52127 -2.14251
H 9.74217 -0.29343 -1.44922
H 9.51774 -0.40653 -3.02707
H 8.18613 -0.00312 -2.01681
H 10.70510 -2.72545 -2.60311
H 9.88418 -3.94608 -1.81285
H 10.46031 -2.70984 -0.83822
H 7.94719 -2.16524 -2.76102
H 8.49053 -2.09283 0.26492
H 7.43042 -3.05661 -0.53970
H 6.75790 -0.57372 1.43040
H 5.76399 -2.01571 0.95840
H 5.20436 -0.43388 0.53880
C -7.37151 -7.83353 -1.37475
C -7.65731 -6.39776 -1.03947
O -8.21343 -5.66237 -1.82428
N -7.05441 -5.83808 0.29581
H -7.68417 -5.99791 1.06908
H -6.20386 -6.28443 0.60797
C -6.83609 -4.38474 0.18235
H -6.28440 -7.90770 -1.40310
H -7.71317 -8.11702 -2.37024
H -7.69330 -8.46326 -0.54530
H -7.67935 -3.74668 -0.08202
H -6.03393 -4.37194 -0.55555
H -6.40272 -4.02555 1.11577
C -2.50105 -0.59809 4.87418
C -2.16321 0.20586 3.61542
O -1.00377 0.31748 3.12030
N -3.38751 0.90092 2.93748
H -3.35697 0.56131 1.98679
H -4.29052 0.51997 3.18151
C -3.25104 2.39403 3.07998
H -3.22253 -1.39485 4.69324
H -3.01634 -0.00372 5.62869
H -1.66474 -1.03484 5.42002
H -4.07224 2.83273 2.51317
H -2.32479 2.70391 2.59610
H -3.14130 2.70621 4.11854
C 2.51201 -4.59862 6.46055
C 1.76301 -3.54148 5.70908
O 0.51493 -3.32336 5.72018
N 2.65000 -2.69258 4.84683
H 3.08873 -2.14215 5.57114
H 3.41928 -3.18924 4.42064
C 1.88709 -2.06649 3.71628
H 2.13618 -4.88425 7.44303
H 3.56263 -4.33940 6.59137
H 2.35697 -5.57265 5.99651
H 2.70828 -1.65599 3.12871
H 1.34982 -1.21694 4.13785
H 1.44873 -2.96319 3.27826
C 0.76136 3.26779 4.56443
C -0.37622 3.12874 5.57654
O -0.96202 2.05358 5.91768
N -0.72508 4.42555 6.26723
H 0.04354 4.52659 6.91463
H -0.73265 5.25381 5.68929
C -1.97712 4.24411 7.15960
H 0.32284 3.67836 3.65492
H 1.18534 2.28154 4.37557
H 1.62629 3.82795 4.91971
H -2.83846 4.09837 6.50772
H -2.16294 5.11899 7.78263
H -1.90358 3.33326 7.75377
C 2.24146 1.13311 1.53610
O 0.92617 1.11199 1.02121
C 0.80624 1.86497 -0.25106
C -0.55955 1.88982 -0.82130
N -0.86869 0.41339 -1.06979
H -0.12208 -0.00855 -1.60333
H -0.93487 -0.13733 -0.22574
C -2.11958 0.04133 -1.84259
C -3.39551 0.32569 -0.92460
O -3.27578 -0.29120 0.37342
C -3.58930 -1.65675 0.46014
H 2.31613 0.49579 2.41720
H 2.49234 2.12035 1.92408
H 2.96605 0.69766 0.84802
H 1.51819 1.38776 -0.92449
H 1.18834 2.87109 -0.07835
H -0.57693 2.47262 -1.74225
H -1.28158 2.17737 -0.05703
H -2.05370 -0.97995 -2.21776
H -2.09832 0.80336 -2.62166
H -4.24941 -0.03386 -1.49877
H -3.55780 1.37630 -0.68383
H -3.04936 -2.24633 -0.28078
H -4.64902 -1.81065 0.25665
H -3.42010 -2.03013 1.47012
C -1.27805 4.06181 -4.99067
O -0.28341 4.90315 -4.45993
C 0.97023 4.25973 -4.27603
C 1.78900 3.82492 -5.54373
N 2.31767 5.08434 -6.21203
H 1.52767 5.52138 -6.66478
H 2.72817 5.69171 -5.51727
C 3.38470 4.69318 -7.26660
C 4.09619 5.99250 -7.57893
O 3.31001 7.02540 -8.24005
C 2.33013 6.65781 -9.22019
H -1.71956 3.39032 -4.25427
H -0.93292 3.48263 -5.84714
H -2.15803 4.55119 -5.40808
H 0.87495 3.38261 -3.63597
H 1.51776 5.01689 -3.71478
H 1.20292 3.26611 -6.27335
H 2.58508 3.14873 -5.23210
H 2.91404 4.28213 -8.15970
H 4.00734 3.86373 -6.93127
H 4.77060 5.64469 -8.36144
H 4.64029 6.46275 -6.75983
H 1.55110 6.06199 -8.74455
H 2.78653 6.06465 -10.01262
H 1.80648 7.54376 -9.57935
N 0.67358 -1.00466 -2.68736
S 0.69898 -0.50954 -4.13709
O 1.03474 -1.47149 -5.18818
O 0.79053 0.93011 -4.32492
F -0.88398 -0.56960 -4.41246
S 2.36135 -0.91458 -2.68700
O 2.93906 0.40846 -2.90760
O 3.15940 -2.06342 -3.06154
F 2.49276 -1.06424 -1.09230
N -2.61494 -4.45200 -3.94297
S -3.84022 -3.53303 -3.74118
O -4.15621 -3.10859 -2.40692
O -4.95210 -3.61533 -4.66004
F -3.18786 -2.16525 -4.35142
S -3.45279 -5.82641 -3.37295
O -4.07524 -6.68824 -4.45097
O -4.10787 -5.67771 -2.09842
F -2.15211 -6.68817 -3.03721
N -4.56147 -7.11925 0.93967
S -3.96735 -8.35677 0.39248
O -2.98101 -9.16119 1.20030
O -3.91895 -8.43493 -1.04346
F -5.30067 -9.29396 0.68595
S -3.07743 -6.26676 1.02885
O -2.08759 -6.36927 -0.05030
O -2.50416 -6.09382 2.36758
F -3.75869 -4.80150 0.71220
N -8.68116 -1.27410 -3.12048
S -7.31586 -1.93804 -3.20082
O -7.19531 -3.25211 -2.67976
O -6.08559 -1.14505 -3.29465
F -7.69992 -2.19926 -4.75113
S -8.30311 -0.41616 -1.70258
O -7.44302 0.76925 -1.86165
O -8.08867 -1.23597 -0.50003
F -9.79573 0.15738 -1.41967
N 5.93291 3.75455 -1.96646
S 6.06967 2.30084 -1.59972
O 6.52531 1.45097 -2.70693
O 5.17620 1.76706 -0.61179
F 7.46841 2.55024 -0.76097
S 4.58426 3.57113 -2.81931
O 3.31039 3.28788 -2.15870
O 4.73327 3.19562 -4.24960
F 4.35873 5.14516 -3.10561
N 3.94140 -0.86881 6.36840
S 4.29559 -0.95786 7.87519
O 3.54043 -0.17403 8.83501
O 5.69178 -1.23558 8.16815
F 3.74972 -2.42560 8.11522
S 3.93200 0.85293 6.36971
O 5.15484 1.54903 6.71315
O 2.65155 1.48452 6.74698
F 3.99732 1.07199 4.74819
N -4.96606 5.14662 -1.47599
S -5.57141 3.77405 -1.50772
O -6.11608 3.34201 -0.22331
O -5.08975 2.76055 -2.40533
F -6.86466 4.22546 -2.35181
S -3.41919 4.54935 -0.95062
O -2.53074 3.97070 -1.94146
O -3.52947 3.90974 0.36141
F -2.70253 5.89782 -0.51129
N -5.81818 0.05326 3.53692
S -6.32172 -1.40810 3.38658
O -7.70534 -1.67923 3.73703
O -5.27491 -2.42571 3.53193
F -6.44666 -1.41955 1.76146
S -6.22756 0.08638 5.17741
O -5.58909 -0.85316 6.06043
O -7.57016 0.54785 5.53378
F -5.32769 1.41959 5.40168
```

***

3.
This record from OMol25 describes 9 unconnected molecules or ions with the total composition C16H48NO11 at a distorted geometry. The level of theory is ωB97M-V/def2-TZVPD.

## Properties
orbital gap	9.93	eV
charge	-1

The geometry in XYZ format:
```
76
C16H48NO11 | OMol25 | ωB97M-V/def2-TZVPD
N 0.56118 -0.70949 0.55124
O 0.92918 0.09751 -0.35076
O 1.27318 -0.86549 1.61624
O -0.60782 -1.15549 0.51324
C -4.40782 1.40551 -1.19976
C -2.91982 1.45251 -0.84776
O -2.40482 2.36751 -1.83076
H -4.67082 0.85851 -1.97376
H -4.89582 2.36251 -1.07876
H -4.80382 0.88651 -0.23776
H -2.44382 0.48351 -1.15976
H -2.63382 1.73551 0.13024
H -1.55982 2.38751 -1.56176
C 2.80518 -4.47049 -0.62776
C 2.01318 -3.15649 -1.07776
O 1.97318 -3.23249 -2.34876
H 2.30218 -5.48849 -0.89676
H 3.06618 -4.52749 0.47324
H 3.77918 -4.38349 -1.22476
H 2.44718 -2.36949 -0.68576
H 1.09118 -3.31849 -0.60176
H 1.62218 -2.66049 -2.74476
C -0.59682 -1.04249 -5.13376
C -0.44982 -0.22949 -3.85776
O 0.56418 -0.83749 -3.18776
H 0.11918 -0.82349 -5.90876
H -1.46982 -0.81149 -5.86976
H -0.36182 -2.06949 -5.06876
H -1.28582 -0.36449 -3.28576
H -0.36282 0.81451 -4.10376
H 0.62718 -0.45649 -2.34876
C 5.06618 2.52951 -0.40476
C 4.04818 1.37751 -0.60476
O 3.64818 0.87851 0.67524
H 5.86618 1.98351 0.10824
H 4.60718 3.43051 0.08724
H 5.56218 2.80151 -1.47376
H 4.59418 0.45151 -1.14076
H 3.17618 1.62151 -1.09676
H 2.93718 0.50651 0.70424
C -4.90582 -3.80749 0.39724
C -3.73982 -2.78449 0.02824
O -3.17582 -2.24649 1.21024
H -5.30182 -4.21349 -0.49276
H -5.94682 -3.42949 0.73524
H -4.35182 -4.46749 0.96224
H -4.08582 -2.08849 -0.71676
H -2.87282 -3.24549 -0.45676
H -2.50082 -1.65149 1.04824
C 0.01118 4.88451 -1.46976
C 0.80018 3.78351 -0.90476
O 0.31718 2.62151 -1.53076
H -0.10482 4.91551 -2.41676
H 0.14418 5.77351 -0.94176
H -1.16182 4.75251 -1.14676
H 0.83618 3.69851 0.20024
H 1.77118 3.88751 -1.30076
H 0.44218 1.91151 -0.90676
C -0.83982 3.10351 2.76724
C -0.16382 1.71951 2.35124
O -1.12782 0.64451 2.61924
H -1.69682 3.32851 1.98624
H -0.17382 3.89951 2.91924
H -1.26382 3.02351 3.72324
H 0.65518 1.42651 2.96424
H 0.02618 1.68151 1.46624
H -0.94782 -0.15449 2.17024
C 0.33218 -1.43449 5.23724
C 1.67218 -1.99649 4.91624
O 2.44218 -1.13849 4.21624
H 0.02718 -1.95749 6.15324
H -0.19582 -1.34549 4.28024
H 0.40718 -0.40249 5.54624
H 1.54418 -3.00149 4.20324
H 2.25618 -2.18249 5.88324
H 2.06818 -0.96749 3.37524
```

***

4.
This record from OMol25 describes a molecular structure, C17H16N5O2PdSe at a distorted geometry. The level of theory is ωB97M-V/def2-TZVPD.

## Properties
orbital gap	7.70	eV
charge	+1

The geometry in XYZ format:
```
42
C17H16N5O2PdSe | OMol25 | ωB97M-V/def2-TZVPD
Pd -0.01025 -0.02692 -0.00036
O -1.42873 3.73751 -0.23502
C -1.22868 2.55581 -0.15858
N -0.00372 1.91032 -0.11830
C 1.22604 2.54588 -0.16897
O 1.43500 3.72591 -0.24746
C 2.35080 1.54262 -0.11270
C 3.66270 1.96037 -0.14612
C 4.66591 1.00426 -0.08750
C 4.31372 -0.33197 0.00308
C 2.97387 -0.67830 0.03171
N 2.01204 0.24532 -0.02660
C -2.36064 1.56153 -0.09309
C -3.66946 1.98951 -0.11557
C -4.67952 1.04117 -0.04838
C -4.33697 -0.29767 0.03938
C -2.99966 -0.65445 0.05674
N -2.03124 0.26162 -0.00979
H 3.86030 3.02090 -0.21602
H 5.70654 1.29806 -0.11134
H 5.06304 -1.10876 0.05229
H 2.64546 -1.70488 0.10399
H -3.85940 3.05154 -0.18385
H -5.71796 1.34302 -0.06352
H -5.09187 -1.06861 0.09503
H -2.67881 -1.68365 0.12630
C 0.00800 -5.08718 2.56320
N 0.01484 -5.35377 1.13132
C 0.03426 -6.60337 0.53940
C 0.03363 -6.41316 -0.79436
N 0.01365 -5.04769 -1.00907
C 0.00592 -4.38296 -2.30286
C 0.00226 -4.41061 0.17455
Se -0.02740 -2.59585 0.49314
H 0.02011 -6.03909 3.08533
H -0.88580 -4.52824 2.83137
H 0.88470 -4.50355 2.83531
H 0.04655 -7.50703 1.12115
H 0.04528 -7.11852 -1.60536
H 0.01952 -5.14276 -3.07837
H 0.88203 -3.74435 -2.39694
H -0.88954 -3.77227 -2.40049
```

***

Short version: highest occupied orbital energy = -10.1190, -8.1745, -7.0918, -11.1544 eV, in the order given.
Short version: E = -8404.569, -369136.487, -41371.364, -98255.948 eV, in the order given.